10
Properties=species:S:1:pos:R:3:lowdin_charge:R:1 method="wB97M-V/def2-TZVPD" molar_mass_g_mol=110.1 de_lowest_kcal_mol=51.7 energy_ha=-405.773695 largest_force_ev_per_a=6.87 smiles="[H]/N=c1/ncnnnn1" gap_ev=8.3 lumo_ev=-1.060 charge=0
N -0.699 0.575 1.431 0.02
N -1.603 -0.027 -0.674 0.05
N -0.630 -0.523 -1.241 0.08
H 0.205 -1.126 2.354 0.10
N -1.358 0.970 0.477 0.03
C 0.183 -0.595 1.439 -0.10
N 1.418 0.590 -1.297 0.19
C 0.629 -0.090 -0.710 -0.66
N 0.932 -0.797 0.410 0.15
H 0.923 1.023 -2.189 0.13


87
Properties=species:S:1:pos:R:3:lowdin_spin:R:1 method="wB97M-V/def2-TZVPD" molar_mass_g_mol=745.7 de_lowest_kcal_mol=0.0 energy_ha=-4122.313091 largest_force_ev_per_a=1.24 gap_ev="6.7 / 7.3" lumo_ev="-9.721 / -9.108" multiplicity=2 charge=+3
C 5.781 -1.292 3.307 0.00
C 1.886 -4.668 0.212 0.00
H -0.637 -5.851 -1.674 0.00
C 5.025 -0.426 1.191 0.01
C -1.150 1.056 -1.748 0.00
C 0.604 -4.763 -0.311 0.00
C 4.499 2.619 0.576 0.00
C 2.917 -5.516 -0.179 0.00
S 2.283 -3.436 1.414 0.00
H 3.918 -5.405 0.218 0.00
H 5.564 -1.692 4.288 0.00
H -0.732 -3.180 2.938 0.00
H 2.653 4.033 -2.516 0.00
H 0.474 -0.442 -1.707 0.00
N 0.818 1.039 2.591 -0.02
C -1.333 1.108 0.435 0.00
C 2.836 -1.902 -1.714 0.00
C 2.923 -2.654 -2.874 0.00
H -3.831 2.202 -0.453 0.00
N -0.925 -1.097 2.476 0.00
C 6.353 -0.233 0.798 0.00
H 5.640 -1.185 -4.269 0.00
C 7.382 -0.577 1.656 0.00
H -0.174 -4.083 0.005 0.00
H 1.958 -3.638 3.730 0.00
C 3.772 -0.901 -1.462 0.00
C -0.233 1.834 2.792 0.00
P -1.894 1.496 2.127 0.00
C -1.344 -2.301 2.980 0.00
C -2.899 2.612 -0.834 0.00
H 3.944 5.532 -1.043 0.00
Mn 0.804 -0.606 1.467 0.94
H -4.097 0.147 4.745 0.00
C 1.891 1.623 3.209 0.00
H 3.178 -4.781 3.124 0.00
H 7.904 -1.367 3.579 0.00
N 2.268 -0.316 0.774 0.05
C 3.939 -2.401 -3.786 0.00
H -3.261 -2.850 3.964 0.00
H -3.015 2.841 -1.890 0.00
H 8.408 -0.428 1.350 0.00
H 3.716 -1.092 2.769 0.00
N 0.137 2.903 3.519 0.00
C 1.361 -6.626 -1.636 0.00
H -0.946 3.829 5.056 0.00
O 1.017 -2.539 1.473 -0.01
H 2.872 1.182 3.205 0.00
C -1.923 -0.234 2.682 0.01
C 0.352 -5.755 -1.250 0.00
C 3.885 4.477 -0.816 0.00
P 3.723 0.023 0.058 0.02
N -1.825 1.623 -0.704 0.00
H -1.376 1.304 -2.769 0.00
C 2.193 -4.354 2.945 0.00
H 1.999 3.513 4.375 0.00
H 5.125 4.636 0.927 0.00
H 1.438 -5.134 2.873 0.00
N -0.367 0.234 0.148 -0.02
H 5.034 2.225 1.430 0.00
H 2.561 1.616 -2.042 0.00
C 3.779 1.768 -0.265 0.00
N -2.954 -0.848 3.291 0.01
H 2.029 -2.087 -1.015 0.00
H -1.624 4.028 3.422 0.00
H 4.007 -2.987 -4.692 0.00
C 1.470 2.780 3.793 0.00
C 4.862 -1.390 -3.548 0.00
C 2.639 -6.509 -1.104 0.00
C 4.781 -0.634 -2.391 0.00
C 3.158 3.633 -1.648 0.00
C -0.708 3.992 4.007 0.00
H -2.634 3.521 -0.299 0.00
H 3.421 -7.188 -1.414 0.00
C -0.239 0.194 -1.213 0.00
C 4.744 -0.955 2.449 0.00
H 6.592 0.188 -0.171 0.00
H -4.977 -1.021 3.732 0.00
C -2.600 -2.150 3.487 0.00
C 4.551 3.975 0.293 0.00
C -4.213 -0.249 3.738 0.00
H 1.152 -7.400 -2.361 0.00
H 5.491 0.168 -2.230 0.00
H -0.168 4.928 3.888 0.00
H -4.503 0.544 3.054 0.00
C 7.097 -1.106 2.909 0.00
C 3.103 2.278 -1.378 0.00
H 2.196 -3.431 -3.068 0.00


15
Properties=species:S:1:pos:R:3:lowdin_charge:R:1 method="wB97M-V/def2-TZVPD" molar_mass_g_mol=125.1 de_lowest_kcal_mol=6.7 energy_ha=-511.394062 largest_force_ev_per_a=1.60 smiles="O=CNC(=O)O.O.O" gap_ev=11.2 lumo_ev=0.409 charge=0
H -2.448 0.513 -0.544 0.11
O -2.419 2.115 0.565 0.05
H 3.628 -0.618 -1.275 0.02
C -1.230 2.136 0.779 -0.28
N -0.458 1.012 0.585 0.14
O 3.159 -0.363 -0.486 -0.08
H 0.952 -2.745 0.664 0.03
C -0.655 -0.084 -0.273 -0.54
H 0.521 1.172 0.791 0.15
O 1.863 -2.923 0.403 -0.06
O -1.749 0.033 -1.031 0.15
H 2.560 -1.084 -0.214 -0.01
O 0.237 -0.876 -0.369 0.11
H 1.670 -3.237 -0.485 0.05
H -0.635 2.919 1.308 0.15


27
Properties=species:S:1:pos:R:3:lowdin_spin:R:1 method="wB97M-V/def2-TZVPD" molar_mass_g_mol=154.2 de_lowest_kcal_mol=7.7 energy_ha=-478.264776 largest_force_ev_per_a=6.90 gap_ev="6.8 / 9.7" lumo_ev="-2.765 / -4.482" multiplicity=3 charge=+1
C -1.045 -1.842 -0.204 0.04
N -1.688 2.878 -0.037 0.05
H -1.084 3.644 -0.422 0.00
H -1.495 -1.685 -1.203 0.00
H 2.037 -0.895 -2.064 0.02
H 2.603 1.874 -0.617 0.05
H 1.219 0.692 -2.531 0.01
N -0.209 1.169 -0.565 0.08
C 1.584 0.099 -1.672 0.13
H -1.606 -0.121 0.889 0.00
C -1.192 1.568 0.153 0.09
C 2.517 0.800 -0.728 0.77
C 0.211 -1.119 0.287 0.06
H -1.710 -2.331 0.559 0.01
H 0.574 0.031 2.097 0.00
C 0.557 0.034 -0.578 0.56
H 1.305 -1.421 2.287 0.00
N -1.844 0.822 1.016 0.06
C 0.351 -0.945 1.823 0.02
H 0.436 -3.332 0.238 0.00
H -2.398 3.232 0.437 0.00
H -0.126 1.750 -1.386 0.00
H 0.797 -2.535 -1.358 0.00
H -0.612 -1.278 2.391 0.00
C 0.269 -2.456 -0.420 0.00
H -2.475 1.251 1.660 0.00
H 3.023 0.117 -0.053 0.04